1.
The following is a DFT calculation (wB97M-V/def2-TZVPD) of 4 unconnected molecules or ions with the total composition C27H66BN6O11P in a non-equilibrium geometry.

Positions of all 112 atoms, in Å:
P  -1.502  -1.481  1.114
O  -0.403  0.771  3.146
O  -4.717  5.793  -2.939
O  -2.182  -3.712  2.733
O  10.123  1.581  -3.993
O  -8.597  3.986  -1.369
O  0.539  0.832  -0.829
O  1.355  -2.133  -2.625
O  6.204  -0.214  -2.552
O  -2.738  -4.787  7.114
O  -1.345  3.668  -0.321
O  -0.018  -2.252  0.722
N  0.126  3.034  2.270
N  -2.312  -6.237  4.557
N  -2.995  1.707  1.526
N  -5.684  4.551  -0.410
N  9.097  0.311  -1.512
N  -1.432  1.627  -1.672
C  0.482  -1.085  -3.044
C  9.996  2.936  -3.591
C  -1.340  -6.101  5.641
C  -7.678  3.020  -0.874
C  2.335  -1.682  -1.676
C  -0.798  0.351  -1.179
C  -1.679  0.124  0.132
C  -3.903  5.031  -2.045
C  10.059  -0.275  -2.444
C  8.103  -0.645  -1.023
C  7.100  -1.195  -2.045
C  -1.646  1.528  0.860
C  -2.857  -2.598  0.354
C  -1.723  -6.094  3.225
C  3.456  -0.716  -2.319
C  -1.448  2.443  -0.450
C  -2.041  -6.027  6.993
C  10.915  0.807  -3.093
C  -4.144  -4.951  7.205
C  -8.166  4.667  -2.536
C  -4.740  3.963  -1.360
C  -1.177  -4.711  2.848
C  -4.834  7.153  -2.555
C  6.674  0.475  -3.701
C  -6.655  3.591  0.115
C  -0.816  -0.900  -2.144
C  -2.477  -3.032  3.944
B  -0.644  1.765  2.109
H  -3.046  -2.281  -0.728
H  7.535  -0.131  -0.241
H  8.618  -1.481  -0.539
H  -2.509  -6.351  2.508
H  7.305  -0.155  -4.334
H  8.611  1.070  -1.975
H  -2.700  -6.887  7.146
H  -2.571  -3.682  0.350
H  6.474  -1.924  -1.519
H  -1.601  -2.939  4.593
H  -2.818  -2.026  3.689
H  10.979  3.404  -3.487
H  0.114  -1.375  -4.081
H  -3.828  -2.388  0.894
H  -4.074  3.280  -0.826
H  -6.118  2.766  0.595
H  0.922  1.315  -1.577
H  -9.055  4.959  -3.100
H  4.505  -1.125  -2.211
H  9.549  -0.824  -3.245
H  -0.736  -4.802  1.849
H  3.138  -0.577  -3.404
H  -0.743  -5.189  5.523
H  -4.548  -5.369  6.278
H  -1.019  -1.883  -1.641
H  1.898  -1.263  -0.722
H  0.971  -0.076  -3.164
H  -5.364  7.245  -1.602
H  -2.955  2.641  1.967
H  -7.208  2.465  -1.694
H  -3.848  7.622  -2.481
H  -5.409  7.673  -3.322
H  -3.291  -3.529  4.475
H  3.314  0.305  -1.842
H  -3.136  4.541  -2.652
H  0.410  0.323  2.837
H  -0.174  -2.987  0.099
H  -2.730  0.041  -0.303
H  -4.407  -5.593  8.051
H  -7.545  4.038  -3.180
H  -8.283  2.291  -0.326
H  -3.391  5.662  -1.312
H  0.797  2.933  3.044
H  -1.682  -0.734  -2.866
H  -1.284  -6.045  7.783
H  0.680  3.211  1.421
H  2.907  -2.614  -1.356
H  7.584  -1.746  -2.858
H  -0.665  -6.961  5.632
H  -7.207  4.108  0.906
H  5.804  0.784  -4.285
H  -6.188  5.301  -0.868
H  -5.270  3.402  -2.140
H  10.707  -0.972  -1.904
H  -0.367  -4.382  3.506
H  7.212  1.380  -3.412
H  9.439  3.466  -4.364
H  -3.030  -5.531  4.669
H  -3.048  1.018  2.293
H  -4.589  -3.968  7.363
H  -0.896  2.153  -2.369
H  9.442  3.013  -2.650
H  11.408  1.428  -2.339
H  -7.632  5.582  -2.272
H  11.697  0.326  -3.689
H  -0.931  -6.839  3.102

Forces on atoms 1 to 3 (eV/Å):
-0.108 -0.454 0.965
-0.308 0.905 -1.724
0.050 0.322 0.264

Summary:
Total charge: 0
Gap between HOMO and LUMO in eV: 8.37
Calculated total energy in Eh: -2590.58303
Lowest unoccupied orbital energy in eV: 0.342

2.
The following is a DFT calculation (wB97M-V/def2-TZVPD) of C3H2O2S3 in the gas phase in a non-equilibrium geometry.

Positions of all 10 atoms, in Å:
S  0.359  -1.718  0.305
S  3.091  -0.423  -0.595
S  -1.660  0.591  -0.471
O  -2.082  -1.890  -0.689
O  0.947  0.792  -0.184
C  1.464  -0.362  -0.019
C  -1.196  -1.095  -0.331
C  -0.282  1.130  0.345
H  -0.404  2.259  0.406
H  -0.235  0.716  1.233

Forces on atoms 1 to 3 (eV/Å):
0.316 0.179 0.108
-2.458 -0.966 1.616
-0.969 -1.216 -1.302

Summary:
Total charge: 0
Gap between HOMO and LUMO in eV: 8.43
Calculated total energy in Eh: -1460.48716
Lowest unoccupied orbital energy in eV: -0.618

3.
The following is a DFT calculation (wB97M-V/def2-TZVPD) of a molecular structure, C35H37BrFeP2 in a non-equilibrium geometry.

Positions of all 76 atoms, in Å:
Br  1.596  -4.212  -1.119
Fe  1.245  -4.531  -3.420
P  2.584  -7.119  -3.322
P  2.441  -5.668  -5.706
C  3.986  -6.126  -8.124
C  3.220  -9.894  -2.659
C  3.792  -1.901  -0.013
C  3.726  0.361  -1.361
C  -0.633  -4.879  -3.943
C  3.055  -9.394  -5.015
C  1.689  -6.462  -9.678
C  2.227  -3.024  -6.743
C  3.475  -10.690  -5.319
C  2.915  -7.081  -1.527
C  2.451  -3.842  -5.647
C  4.209  -6.552  -3.920
C  2.965  -8.967  -3.674
C  4.363  -1.056  -1.111
C  4.194  -6.502  0.427
C  3.139  -6.895  1.245
C  4.075  -6.545  -0.954
C  2.725  -6.083  -7.513
C  2.209  -1.938  -4.170
C  1.581  -6.359  -8.289
C  1.928  -7.315  0.666
C  3.665  -11.186  -2.961
C  2.319  -1.643  -6.568
C  4.094  -6.251  -9.514
C  3.801  -11.595  -4.298
C  1.443  0.615  0.661
C  1.253  0.255  -0.797
C  2.259  -1.096  -5.280
C  2.715  -1.588  0.735
C  2.252  0.330  -1.663
C  4.146  -5.908  -5.105
C  1.828  -7.434  -0.710
C  2.706  -3.252  -4.355
C  2.941  -6.374  -10.300
C  2.529  -0.240  1.334
H  4.211  0.736  -2.281
H  4.325  -2.836  0.145
H  -0.876  -5.844  -3.474
H  -0.632  -4.954  -5.035
H  5.452  -0.922  -0.964
H  3.514  -3.648  -3.737
H  2.297  -0.381  2.382
H  2.017  -3.445  -7.736
H  0.875  -7.728  -1.165
H  4.250  -1.614  -2.057
H  2.046  0.446  -2.739
H  1.068  -7.526  1.299
H  3.244  -6.849  2.325
H  4.141  -12.594  -4.543
H  3.989  1.050  -0.545
H  4.891  -6.056  -7.526
H  5.133  -6.134  0.855
H  3.029  -6.419  -11.379
H  3.901  -11.882  -2.164
H  5.008  -5.505  -5.664
H  4.853  -6.119  -1.582
H  1.889  -1.610  -3.193
H  2.410  -0.988  -7.435
H  3.541  -11.009  -6.358
H  0.794  -6.602  -10.283
H  2.810  -8.701  -5.825
H  -1.339  -4.107  -3.596
H  0.610  -6.487  -7.803
H  0.511  0.537  1.234
H  1.886  -2.271  0.814
H  5.078  -6.247  -9.968
H  1.771  1.668  0.712
H  3.476  0.284  1.269
H  5.131  -6.853  -3.401
H  0.223  -0.023  -1.084
H  2.277  -0.018  -5.148
H  3.085  -9.615  -1.611

Forces on atoms 1 to 3 (eV/Å):
-0.097 0.450 0.125
-0.917 -0.531 1.034
1.077 -1.614 1.585

Summary:
Total charge: 0
Gap between HOMO and LUMO (spin up / spin down) in eV: 6.93 / 6.81
Calculated total energy in Eh: -5876.10317
Spin multiplicity: 5
Lowest unoccupied orbital energy (spin up / spin down) in eV: -0.369 / -0.621

> The lowest calculated total energy belongs to which entry?

C35H37BrFeP2